No. 1
ORCA calculation (the ωB97M-V functional and the def2-TZVPD basis) on C58H64ClN3O2P3Zr as an isolated structure at a distorted geometry.

Geometry (Å):
Zr: 0.135 -0.122 0.207
Cl: 3.580 -6.083 -2.290
P: -2.354 -1.456 0.733
P: -1.044 1.911 3.136
P: -0.968 -1.921 -1.720
O: 1.424 -1.468 0.632
O: -0.554 0.949 1.987
N: 1.496 1.776 0.052
N: -2.444 -1.896 -0.904
N: 1.510 -0.135 -1.641
C: 1.184 1.157 4.707
C: 1.858 2.145 -1.222
C: -2.341 -0.581 6.325
C: -0.018 3.295 5.441
C: -1.143 -0.386 -2.721
C: -0.806 -0.263 -4.064
C: -1.491 2.022 -2.627
C: 2.198 1.422 -3.474
C: -1.409 -5.196 2.226
C: -2.111 -4.423 -4.710
C: -1.806 -1.033 4.968
C: -0.873 0.977 -4.694
C: -0.533 -5.614 -3.323
C: -1.908 -4.193 1.412
C: -0.216 -3.559 3.522
C: -4.836 -2.739 0.746
C: -6.138 -0.706 2.131
C: 2.655 4.270 -0.433
C: -0.373 -4.484 -2.537
C: -6.183 -2.853 1.052
C: 2.567 1.668 5.157
C: 2.416 3.394 -1.516
C: -2.439 4.428 3.116
C: -2.921 1.681 5.315
C: -3.241 3.061 0.616
C: 1.946 -2.531 -0.042
C: 2.992 -4.714 -1.438
C: -4.792 -0.582 1.813
C: 2.646 2.717 -3.814
C: -3.915 4.139 2.810
C: -2.214 0.935 6.457
C: 0.325 2.351 4.255
C: -1.431 3.534 2.354
C: 2.769 -3.527 -2.094
C: -1.974 -3.292 -3.920
C: -1.465 0.775 -2.003
C: 2.399 3.846 0.844
C: 2.264 -3.695 0.623
C: -1.206 2.120 -3.976
C: 2.473 3.055 5.829
C: 2.222 -2.435 -1.410
C: 2.755 -4.787 -0.068
C: -4.125 -1.606 1.143
C: -2.529 1.183 3.905
C: -6.832 -1.847 1.761
C: -0.699 -2.560 2.688
C: -1.787 3.449 0.861
C: 2.163 -1.157 -2.076
C: 1.829 2.588 1.037
C: 1.110 3.254 6.491
C: -1.094 -3.325 -2.835
C: -2.596 -0.349 3.859
C: -1.570 -2.854 1.637
C: -4.180 4.050 1.305
C: 1.810 1.147 -2.200
C: -0.580 -4.879 3.299
C: 2.783 3.677 -2.854
C: -1.396 -5.581 -4.411
H: 3.088 5.249 -0.622
H: 1.656 2.202 2.023
H: -2.783 2.757 5.415
H: -4.262 0.323 2.082
H: -4.250 3.223 3.305
H: -0.665 1.050 -5.758
H: -0.522 -1.142 -4.635
H: -3.391 -0.882 6.416
H: 3.269 3.161 6.566
H: -0.958 3.045 5.920
H: -3.454 3.043 -0.456
H: -0.117 4.316 5.060
H: -5.218 3.766 1.126
H: -4.513 4.946 3.235
H: -7.882 -1.951 2.011
H: -1.149 1.179 6.476
H: -2.568 -4.466 0.597
H: -3.995 1.502 5.407
H: -0.456 4.027 2.416
H: -3.229 -2.430 -1.238
H: -2.258 4.372 4.193
H: -1.777 2.907 -2.070
H: 3.211 4.646 -3.091
H: 2.930 2.928 -4.838
H: -0.740 -0.779 4.887
H: -1.112 2.758 0.372
H: 2.786 -1.041 -2.958
H: -2.776 -4.400 -5.566
H: 0.430 -3.306 4.358
H: -3.280 1.560 3.207
H: -2.227 5.460 2.824
H: 0.932 2.967 3.600
H: -1.819 0.691 -0.977
H: 0.691 0.650 5.539
H: 2.180 0.651 -4.237
H: -1.682 -6.230 2.036
H: -0.226 -5.659 3.965
H: -2.554 -2.403 -4.143
H: 1.098 4.184 7.058
H: 2.121 -3.745 1.695
H: 0.017 -6.520 -3.092
H: -1.517 -6.463 -5.031
H: -4.364 -3.548 0.200
H: -6.730 -3.731 0.731
H: -1.798 -1.069 7.134
H: 1.295 0.422 3.909
H: 3.245 1.718 4.299
H: 2.630 3.852 5.091
H: -1.894 -2.114 4.862
H: -6.644 0.092 2.663
H: 3.001 -3.437 -3.151
H: -1.250 3.086 -4.469
H: -2.287 -0.708 2.886
H: -3.647 -0.621 3.975
H: -3.416 2.044 0.990
H: -2.639 1.270 7.402
H: -1.602 4.436 0.423
H: 2.972 -5.710 0.461
H: -0.426 -1.542 2.905
H: 0.304 -4.502 -1.689
H: 2.997 0.946 5.852
H: -4.037 5.040 0.856
H: 2.636 4.462 1.704
H: 0.930 2.446 7.207

Properties
charge	+3
HOMO level	-15.7021	eV
E_tot	-111403.592	eV

No. 2
ORCA calculation (the ωB97M-V functional and the def2-TZVPD basis) on C22H46AsOPPtS4Si2 as an isolated structure at a distorted geometry.

Geometry (Å):
Pt: 0.192 -0.160 0.026
As: -2.956 0.201 -1.770
S: 1.098 1.611 -3.199
S: -0.241 2.363 -0.299
S: 0.147 -0.014 -2.415
S: 0.671 3.169 -1.885
P: 0.083 -2.640 0.518
Si: 2.498 0.275 0.006
Si: 0.163 0.384 2.356
O: -2.180 -0.076 -0.323
C: -1.685 -2.786 1.080
C: 2.644 -2.879 1.568
C: 0.143 -3.474 -2.165
C: 3.717 0.114 4.543
C: 0.432 -3.962 -0.742
C: 4.319 0.144 2.220
C: 4.693 0.095 3.554
C: -0.440 2.110 2.802
C: -0.222 -5.328 -0.515
C: 1.988 0.243 2.844
C: -4.836 0.163 -1.324
C: -2.053 -3.811 2.150
C: -0.868 -0.646 3.572
C: -2.619 -2.928 -0.124
C: 1.187 -3.151 1.931
C: 2.973 0.207 1.847
C: -2.898 -1.152 -3.152
C: 3.390 -1.023 -1.034
C: 1.110 -4.591 2.447
C: 2.379 0.194 4.187
C: -2.833 1.932 -2.594
C: 3.245 1.900 -0.530
H: 3.271 -2.997 2.454
H: -1.543 -3.623 3.093
H: 0.109 -4.910 2.720
H: 5.740 0.041 3.825
H: -1.483 2.238 2.497
H: -1.911 -1.591 -3.244
H: 3.117 2.090 -1.594
H: -0.931 -3.449 -2.352
H: -3.636 -2.677 0.182
H: 0.916 -2.465 2.734
H: 3.002 -3.582 0.810
H: 5.089 0.123 1.454
H: 0.261 -6.057 -1.168
H: -0.643 -1.709 3.590
H: 3.652 -0.582 -1.998
H: 0.145 2.896 2.330
H: 2.775 -1.903 -1.226
H: -1.917 2.043 -3.170
H: -1.933 -0.528 3.355
H: 4.319 1.834 -0.326
H: 0.546 -2.477 -2.338
H: -3.639 -1.918 -2.926
H: -5.065 -0.755 -0.785
H: -5.441 0.217 -2.229
H: 2.841 2.745 0.027
H: 1.627 0.213 4.970
H: -5.063 1.016 -0.685
H: 4.001 0.067 5.587
H: 4.309 -1.348 -0.538
H: -1.864 -1.791 1.489
H: -3.700 2.035 -3.248
H: -1.852 -4.835 1.834
H: -2.331 -2.246 -0.912
H: 0.592 -4.154 -2.892
H: -0.382 2.236 3.887
H: -3.157 -0.665 -4.093
H: -0.691 -0.251 4.576
H: -3.126 -3.732 2.341
H: -2.629 -3.945 -0.514
H: -0.133 -5.685 0.507
H: 1.738 -4.664 3.337
H: 2.782 -1.880 1.202
H: -1.278 -5.308 -0.775
H: -2.870 2.686 -1.811
H: 1.512 -5.289 1.712
H: 1.517 -4.079 -0.654

Properties
charge	0
HOMO level (spin up / spin down)	-6.5247 / -6.5251	eV
E_tot	-158082.044	eV